(1)
A cluster of 14 separate species, C4H38N3O13 in total, computed with ωB97M-V/def2-TZVPD.

Atoms and positions in Å:
O -0.345 -4.835 0.990
O 3.945 1.462 2.050
O 2.085 -3.149 3.098
O -0.767 -3.472 -4.114
O 1.245 -0.535 -4.191
O -2.276 3.334 0.026
O -2.102 3.016 2.572
O -1.524 2.480 -3.772
O 3.409 -3.328 0.738
O -1.241 -2.143 -1.518
O 0.649 2.889 -2.491
O 2.029 -1.905 -1.696
O 0.296 3.992 1.178
N -3.525 0.678 0.240
N 1.474 1.605 1.113
N -2.105 -0.953 1.330
C -3.270 -0.648 0.664
C 0.318 -0.561 1.637
C -1.093 -0.077 1.559
C 1.054 0.584 2.196
H 3.460 -2.409 0.617
H -0.059 4.111 0.393
H -0.055 -3.728 -3.541
H 3.498 -3.582 1.637
H 1.622 -2.795 2.215
H -1.467 -1.260 -1.565
H 1.236 -1.443 -4.449
H 0.920 -0.044 -4.789
H 0.547 2.003 -2.819
H -1.409 2.481 2.296
H -2.810 1.185 -0.199
H -4.130 -1.430 0.612
H -0.266 4.391 1.840
H -2.346 3.165 -3.733
H -0.643 -4.625 0.083
H 1.577 -3.706 3.617
H 1.426 3.142 -3.058
H 2.084 0.412 2.675
H -2.745 4.062 -0.431
H 2.421 1.564 0.902
H 1.900 -2.840 -1.534
H 4.579 0.863 1.892
H -4.462 0.694 -0.211
H 0.552 -0.835 0.625
H 1.216 -1.528 -1.717
H 0.409 -1.482 2.154
H -1.972 -2.677 -1.783
H 0.935 1.544 0.168
H 0.290 -5.555 0.936
H 0.545 1.216 2.938
H -0.718 -2.596 -4.451
H 1.296 2.642 1.318
H 4.222 2.402 2.372
H -1.992 -1.908 1.583
H -2.722 3.514 0.919
H -0.850 3.054 -3.443
H -2.971 2.556 2.640
H -1.372 1.006 1.678

Forces on atoms 1 to 6 (eV/Å):
-0.34 0.49 -0.39
-3.85 5.97 1.58
0.97 3.30 -4.07
-1.22 -1.62 -0.33
3.67 -4.53 7.64
-1.89 1.84 0.87

Results
2S+1: 1
HOMO (eV): -8.8327
Net charge: +1

=====

(2)
A structure of composition C4H3AgLiMgO2, computed with ωB97M-V/def2-TZVPD.

Atoms and positions in Å:
Ag -0.342 -1.153 2.408
Mg -0.806 -1.285 -1.306
O -1.244 0.725 -1.117
O 0.208 -2.012 0.438
C 0.094 0.843 0.928
C -1.012 1.096 0.203
C 1.257 0.125 0.363
C 1.320 -1.231 0.218
Li -2.081 2.263 -2.901
H 2.198 0.670 0.231
H 2.287 -1.670 -0.085
H -1.878 1.630 0.621

Forces on atoms 1 to 6 (eV/Å):
-0.25 1.07 0.30
1.22 1.73 2.86
-0.37 -1.08 -2.56
-0.61 -0.41 -2.09
-0.30 -0.89 -0.63
0.45 -0.18 1.48

Results
2S+1: 1
HOMO (spin up / spin down) (eV): -9.3893 / -9.3887
Net charge: +1

=====

(3)
A cluster of 2 separate species, C4H3Br in total, computed with ωB97M-V/def2-TZVPD.

Atoms and positions in Å:
Br -2.206 1.897 1.932
C 0.876 -0.522 -1.957
C 0.294 0.168 -1.133
C -0.546 0.657 -0.180
C -1.266 0.991 0.730
H 1.071 -1.195 1.582
H 0.458 -0.920 1.711
H 1.317 -1.075 -2.685

Forces on atoms 1 to 6 (eV/Å):
-0.35 0.02 0.42
-1.92 2.58 2.86
0.90 -2.02 -1.81
-0.39 0.37 0.83
0.53 0.32 -0.80
2.30 -1.07 -0.43

Results
2S+1: 1
HOMO (eV): -9.4000
Net charge: 0
SMILES: C#CC#CBr.[H][H]

=====

(4)
An isolated molecule of C4H3Br, computed with ωB97M-V/def2-TZVPD.

Atoms and positions in Å:
Br 0.098 2.375 -0.634
C -2.003 -1.271 2.345
C 0.333 0.563 0.322
C -1.002 -0.035 0.414
C -1.635 -0.392 1.550
H -1.705 -0.378 -0.482
H 1.220 0.004 -0.285
H 0.747 0.829 1.268

Forces on atoms 1 to 6 (eV/Å):
0.14 -1.31 0.58
-0.94 -1.78 2.00
2.13 0.37 -2.37
-2.78 -1.87 -0.91
1.91 2.14 -2.35
2.23 1.24 1.21

Results
2S+1: 1
HOMO (eV): -10.3635
Net charge: 0

=====

(5)
A structure of composition C4H3BrClNS, computed with ωB97M-V/def2-TZVPD.

Atoms and positions in Å:
Br -2.106 -0.698 -3.326
Cl 1.186 1.702 -0.315
S 0.677 -1.300 2.626
N 0.114 -1.784 1.166
C 0.209 -0.854 0.292
C -1.459 0.752 -2.426
C 0.786 0.373 0.738
C 1.099 0.236 2.054
H -1.971 1.515 -2.854
H -0.185 -1.064 -0.602
H 1.650 1.122 2.648

Forces on atoms 1 to 6 (eV/Å):
-0.13 -0.32 -0.20
-0.17 -0.39 0.63
0.17 0.33 -0.12
-0.39 -1.46 1.16
1.10 1.52 2.01
1.85 -2.52 1.72

Results
2S+1: 1
HOMO (eV): -9.2613
Net charge: 0

=====

(6)
A cluster of 2 separate species, C4H3BrFNOS in total, computed with ωB97M-V/def2-TZVPD.

Atoms and positions in Å:
Br 3.261 -0.290 -0.032
S 0.338 -0.786 0.899
F 1.014 -0.185 -1.526
O -3.097 -1.800 -0.313
N 0.193 2.534 0.520
C -2.168 -1.516 0.465
C 1.394 -0.119 -0.249
C -0.887 -1.453 0.054
C 1.069 3.063 0.022
H -2.287 -1.418 1.506
H -0.689 -1.746 -0.939
H 1.858 3.717 -0.407

Forces on atoms 1 to 6 (eV/Å):
-0.23 0.23 0.07
1.19 0.49 0.91
0.20 0.18 0.08
0.73 0.27 1.07
-0.70 -0.54 0.36
-3.56 -1.04 -0.99

Results
2S+1: 1
HOMO (spin up / spin down) (eV): -8.6369 / -8.5808
Net charge: 0

=====

(7)
An isolated molecule of C4H3BrN2O, computed with ωB97M-V/def2-TZVPD.

Atoms and positions in Å:
Br -2.269 1.363 -1.967
O 0.643 2.301 -0.897
N -1.463 -0.658 -0.370
N -0.550 -1.338 0.305
C 0.318 1.228 -0.497
C 1.179 0.317 0.326
C -1.170 0.498 -0.792
C 0.633 -0.815 0.782
H 2.145 0.539 0.690
H -0.775 -2.102 0.905
H 1.308 -1.333 1.515

Forces on atoms 1 to 6 (eV/Å):
-0.73 0.58 -0.45
-0.43 0.57 -0.42
-0.94 -0.40 -0.34
2.42 -0.13 2.43
-0.67 -2.45 0.52
-2.28 0.88 -0.82

Results
2S+1: 1
HOMO (eV): -9.1173
Net charge: 0
SMILES: O=c1cc[nH]nc1Br

=====

(8)
An isolated molecule of C4H3BrO, computed with ωB97M-V/def2-TZVPD.

Atoms and positions in Å:
Br 2.967 0.622 -0.008
O 0.476 -2.190 0.002
C 1.064 0.283 0.048
C -1.023 -0.210 -0.013
C 0.259 -1.052 -0.011
C -0.074 0.987 -0.013
H -1.780 -0.169 -0.750
H -0.175 1.999 -0.065
H -1.715 -0.269 0.809

Forces on atoms 1 to 6 (eV/Å):
-1.50 -0.09 0.12
0.68 -2.53 -0.10
0.17 -1.29 -0.50
-0.13 1.71 0.61
0.02 2.75 0.26
1.12 -2.34 0.34

Results
2S+1: 1
HOMO (eV): -9.8873
Net charge: 0
SMILES: O=C1CC=C1Br

=====

> What is the 2S+1 in the fifth record?

1

=====

> Look up the 2S+1 of the third one.

1

=====

> Number 4 is which compound?

C4H3Br

=====

> Number 4 is which compound?

C4H3Br